ORCA calculation (wB97M-V/def2-TZVPD) on a molecular structure, C49H39CsN8O2P2S3Se2.

- F_max (eV/A) = 0.9
- ΔE to the lowest compared entry with this formula, charge and spin (kcal/mol) = 1.8
- highest occupied orbital energy (eV) = -2.62
- charge = -2
- LUMO (eV) = 3.49

```
106
C49H39CsN8O2P2S3Se2, DFT wB97M-V/def2-TZVPD
Cs 0.959 -2.468 0.274
C -0.864 -2.763 6.772
S 0.488 -3.689 6.023
C 0.144 -3.530 4.289
S 1.326 -4.255 3.283
N -0.970 -2.926 4.006
N -1.199 -2.716 2.657
C -2.314 -3.167 2.254
C -2.807 -3.010 0.871
C -3.866 -3.822 0.461
C -4.338 -3.712 -0.834
C -3.752 -2.786 -1.681
C -2.717 -2.009 -1.186
N -2.253 -2.113 0.055
H -0.689 -2.783 7.848
H -1.824 -3.221 6.541
H -0.875 -1.735 6.414
H -2.961 -3.732 2.931
H -4.286 -4.542 1.153
H -5.147 -4.346 -1.178
H -4.079 -2.666 -2.705
H -2.231 -1.260 -1.805
O 0.212 -5.066 -0.698
S 1.321 -5.493 -1.535
O 0.981 -6.229 -2.739
N 2.228 -4.234 -1.729
C 3.328 -4.182 -2.531
C 3.927 -5.236 -3.210
C 5.082 -5.046 -3.989
C 5.671 -3.821 -4.126
C 5.100 -2.709 -3.459
C 5.635 -1.404 -3.558
C 5.037 -0.370 -2.900
C 3.888 -0.640 -2.125
N 3.370 -1.833 -2.005
C 3.945 -2.875 -2.661
C 2.257 -6.640 -0.528
C 2.360 -7.972 -0.896
C 3.065 -8.854 -0.086
C 3.655 -8.402 1.085
C 3.551 -7.065 1.448
C 2.857 -6.181 0.638
H 3.480 -6.219 -3.157
H 5.507 -5.906 -4.496
H 6.559 -3.682 -4.733
H 6.521 -1.246 -4.164
H 5.422 0.640 -2.961
H 3.381 0.161 -1.594
H 1.885 -8.297 -1.812
H 3.149 -9.897 -0.370
H 4.197 -9.094 1.720
H 3.994 -6.706 2.368
H 2.784 -5.136 0.910
Se 1.203 5.720 3.638
P 0.069 4.752 2.136
C -0.322 5.936 0.802
C -1.508 5.830 0.086
C -1.813 6.745 -0.911
C -0.937 7.784 -1.186
C 0.241 7.905 -0.462
C 0.548 6.986 0.528
C -1.563 4.262 2.771
C -2.486 5.247 3.122
C -3.698 4.892 3.688
C -3.988 3.552 3.926
C -3.065 2.574 3.596
C -1.852 2.926 3.014
C 0.778 3.240 1.488
C 0.617 2.330 0.412
N 1.277 1.203 0.770
N 1.814 1.402 1.957
N 1.537 2.604 2.409
P -0.334 2.163 -1.094
Se 0.110 0.458 -2.271
C -2.080 2.104 -0.572
C -2.418 0.992 0.198
C -3.727 0.792 0.598
C -4.711 1.707 0.250
C -4.383 2.811 -0.523
C -3.073 3.004 -0.943
C -0.087 3.635 -2.127
C 0.961 4.511 -1.880
C 1.246 5.529 -2.780
C 0.480 5.682 -3.925
C -0.569 4.806 -4.179
C -0.841 3.778 -3.292
H -2.200 5.033 0.318
H -2.735 6.644 -1.471
H -1.172 8.499 -1.965
H 0.924 8.719 -0.669
H 1.450 7.083 1.121
H -2.244 6.290 2.960
H -4.415 5.659 3.953
H -4.934 3.274 4.374
H -3.280 1.530 3.783
H -1.130 2.161 2.763
H -1.667 0.253 0.452
H -3.971 -0.088 1.180
H -5.733 1.555 0.573
H -5.149 3.523 -0.807
H -2.832 3.861 -1.561
H 1.564 4.389 -0.988
H 2.068 6.204 -2.581
H 0.702 6.478 -4.626
H -1.159 4.909 -5.081
H -1.612 3.052 -3.522
```

Atom charges from the Löwdin analysis, given in e for atoms 1 to 5:
1 Cs 0.814
2 C -0.458
3 S 0.751
4 C -1.227
5 S 0.366